*w*
Density functional theory data (ωB97M-V with the def2-TZVPD basis set) for an isolated molecule of CH3N2OP.

Last column: natural (NBO) charge in e.
Atoms and positions in Å:
N  -0.346  -0.624  2.488  -0.2626
C  0.254  -0.206  1.601  -0.1572
P  1.023  0.556  0.138  1.2346
N  -0.144  -0.604  -1.052  -1.0968
O  0.105  1.786  -0.279  -1.0075
H  0.252  -1.378  -1.647  0.3865
H  -0.553  -1.003  -0.250  0.3586
H  -0.592  1.474  -0.999  0.5445

Summary:
molecular weight = 90.02 u
HOMO-LUMO gap = 10.19 eV
net charge = 0
SMILES = N#CP(N)O
E_HOMO = -10.3 eV


*x*
Density functional theory data (ωB97M-V with the def2-TZVPD basis set) for a cluster of 2 separate species, CH3N2OP in total.

Last column: natural (NBO) charge in e.
Atoms and positions in Å:
C  0.164  -0.264  -1.493  -0.1352
N  0.125  -1.036  -2.331  -0.2761
N  -1.046  -1.018  1.437  -0.8557
O  1.070  1.568  0.204  -1.0290
P  -0.361  1.110  -0.355  1.1153
H  -1.350  -1.547  0.636  0.3149
H  -0.070  -1.221  1.361  0.3103
H  1.469  2.408  0.540  0.5556

Summary:
molecular weight = 90.02 u
HOMO-LUMO gap (alpha / beta) = 7.08 / 7.08 eV
net charge = 0
E_HOMO (alpha / beta) = -8.9 / -8.9 eV


*y*
Density functional theory data (ωB97M-V with the def2-TZVPD basis set) for an isolated molecule of CH3N2OP.

Last column: natural (NBO) charge in e.
Atoms and positions in Å:
C  0.590  -0.037  0.500  -0.0210
N  1.214  0.303  -1.053  -0.0551
N  0.373  0.994  -1.600  -0.4762
P  -0.958  1.640  -0.812  1.0518
O  -0.665  0.606  0.447  -0.8185
H  0.617  -1.188  0.686  0.2050
H  1.267  0.602  1.149  0.1806
H  -2.048  0.860  -1.517  -0.0666

Summary:
molecular weight = 90.02 u
HOMO-LUMO gap = 9.62 eV
net charge = 0
SMILES = C1N=NPO1
E_HOMO = -9.2 eV


Most favorable structure: *w*. The second most favorable one is 0.0529 hartree above it.


*w*
Density functional theory data (ωB97M-V with the def2-TZVPD basis set) for an isolated molecule of CH3N2OP.

Last column: natural (NBO) charge in e.
Atoms and positions in Å:
C  -0.154  -0.584  0.090  -0.0835
N  -0.785  0.765  0.143  -0.9270
N  -1.396  -1.382  0.008  -0.9460
O  -3.618  0.444  0.014  -0.9657
P  -2.260  -0.099  -0.037  2.1341
H  0.494  -0.836  -0.729  0.1899
H  0.544  -0.970  0.931  0.2019
H  -0.541  1.515  -0.386  0.3962

Summary:
molecular weight = 90.02 u
HOMO-LUMO gap = 10.32 eV
net charge = 0
E_HOMO = -10.3 eV


*x*
Density functional theory data (ωB97M-V with the def2-TZVPD basis set) for an isolated molecule of CH3N2OP.

Last column: natural (NBO) charge in e.
Atoms and positions in Å:
O  3.610  -0.944  0.275  -0.9813
P  3.128  0.365  -0.128  1.3916
N  1.311  0.470  0.547  -0.5621
C  0.297  -0.269  -0.090  -0.0912
N  0.198  1.171  0.037  -0.4576
H  -0.154  -0.912  0.579  0.1908
H  0.564  -0.642  -1.045  0.1628
H  0.236  1.750  -0.830  0.3469

Summary:
molecular weight = 90.02 u
HOMO-LUMO gap = 7.78 eV
net charge = 0
SMILES = O=PN1CN1
E_HOMO = -8.7 eV


Most favorable structure: *w*. The second most favorable one is 0.0620 hartree above it.


*w*
Density functional theory data (ωB97M-V with the def2-TZVPD basis set) for an isolated molecule of C7H11Cl.

Last column: natural (NBO) charge in e.
Atoms and positions in Å:
C  -0.132  0.268  2.281  -0.3745
C  0.073  -0.279  1.059  -0.0377
C  0.296  -1.635  0.510  -0.4478
C  0.449  -1.616  -0.994  -0.4013
C  -0.399  -0.219  -1.309  -0.4477
C  -0.371  0.684  -0.093  -0.0330
C  0.489  1.928  -0.511  -0.6327
Cl  -2.003  1.374  0.082  -0.0679
H  0.386  -0.232  3.107  0.1955
H  -0.671  1.276  2.560  0.2300
H  1.050  -2.416  0.824  0.2512
H  -0.938  -2.048  0.650  0.2216
H  -0.079  -2.357  -1.704  0.2331
H  1.524  -1.564  -1.278  0.2025
H  -1.452  -0.387  -1.378  0.2200
H  -0.335  0.291  -2.283  0.2239
H  0.484  2.552  0.307  0.2092
H  0.074  2.750  -1.199  0.2403
H  1.553  1.629  -0.632  0.2153

Summary:
molecular weight = 130.62 u
HOMO-LUMO gap = 9.95 eV
net charge = 0
SMILES = C=C1CCC[C@@]1(C)Cl
E_HOMO = -9.2 eV


*x*
Density functional theory data (ωB97M-V with the def2-TZVPD basis set) for a structure of composition C7H11Cl.

Last column: natural (NBO) charge in e.
Atoms and positions in Å:
C  1.006  0.476  1.692  -0.4644
C  0.530  -0.368  0.764  0.1229
C  -1.189  1.482  -0.691  -0.4406
C  -1.957  1.291  0.600  -0.4261
C  -1.210  0.133  0.019  -0.0999
C  1.286  -1.167  -1.485  -0.6031
C  1.101  -1.505  0.039  -0.4962
Cl  -2.120  -1.133  -0.671  0.0094
H  1.900  0.254  2.302  0.2177
H  0.495  1.436  1.879  0.2032
H  -1.763  1.659  -1.614  0.2267
H  -0.363  2.056  -0.494  0.2170
H  -1.331  1.715  1.517  0.2053
H  -2.982  1.227  0.715  0.2283
H  2.169  -0.486  -1.470  0.2097
H  1.470  -2.125  -2.012  0.2172
H  0.276  -0.649  -1.682  0.2283
H  2.086  -1.774  0.521  0.2138
H  0.598  -2.520  0.070  0.2309

Summary:
molecular weight = 130.62 u
HOMO-LUMO gap = 10.28 eV
net charge = 0
E_HOMO = -9.3 eV


Most favorable structure: *w*. The second most favorable one is 0.0206 hartree above it.


*w*
Density functional theory data (ωB97M-V with the def2-TZVPD basis set) for a structure of composition C5H9IN.

Last column: natural (NBO) charge in e.
Atoms and positions in Å:
C  -2.672  -0.771  1.047  -0.1753
C  -0.036  -0.331  0.362  0.2952
C  -0.178  -1.185  -0.842  -0.6706
C  1.598  1.290  -0.580  -0.6256
C  1.256  0.472  0.686  -0.4214
N  -0.851  -0.073  1.234  -0.2605
I  -3.753  0.080  -0.299  0.6527
H  -3.051  -1.191  2.040  0.2440
H  0.684  -1.868  -0.783  0.2677
H  0.027  -0.391  -1.636  0.2652
H  -1.185  -1.651  -0.890  0.2340
H  0.764  2.005  -0.896  0.2132
H  1.943  0.750  -1.499  0.2273
H  2.355  1.940  -0.265  0.2409
H  0.952  1.100  1.571  0.2592
H  2.146  -0.174  0.752  0.2540

Summary:
molecular weight = 210.04 u
HOMO-LUMO gap (alpha / beta) = 7.08 / 7.08 eV
net charge = +1
E_HOMO (alpha / beta) = -14.0 / -14.0 eV


*x*
Density functional theory data (ωB97M-V with the def2-TZVPD basis set) for the ion C5H9IN with charge +1.

Last column: natural (NBO) charge in e.
Atoms and positions in Å:
C  -1.105  1.336  0.189  -0.2256
C  0.476  0.090  1.024  -0.2349
C  -0.992  0.013  0.848  0.1340
C  -1.956  -1.086  1.039  -0.6368
C  2.988  -0.105  -2.215  -0.5151
N  -0.130  0.356  -0.275  -0.4465
I  1.025  -0.139  -2.422  0.8593
H  -1.945  1.504  -0.474  0.2250
H  -0.724  2.226  0.677  0.2099
H  0.923  0.919  1.554  0.2107
H  1.026  -0.841  1.090  0.2204
H  -1.438  -2.034  1.165  0.2372
H  -2.643  -1.148  0.199  0.2365
H  -2.539  -0.895  1.937  0.2553
H  3.526  0.820  -2.363  0.2366
H  3.508  -1.016  -1.973  0.2341

Summary:
molecular weight = 210.04 u
HOMO-LUMO gap (alpha / beta) = 7.55 / 7.53 eV
net charge = +1
E_HOMO (alpha / beta) = -13.6 / -13.6 eV


Most favorable structure: *x*. The second most favorable one is 0.0248 hartree above it.